# C23H41As3F5InN2S5Sb

A molecular structure, C23H41As3F5InN2S5Sb (ωB97M-V with the def2-TZVPD basis set, the Open Molecules 2025 dataset).

- LUMO energy (spin up / spin down): 0.3 / -2.3 eV
- Expectation value of S²: 0.761
- Kohn-Sham gap (spin up / spin down): 8.3 / 5.7 eV

Geometry as ORCA input:
```
! wB97M-V def2-TZVPD RIJCOSX def2/J DEFGRID3
* xyz 0 2
In 2.3944 0.3772 1.3958
C 0.4018 3.3122 -2.8238
As 0.1360 2.0519 -1.3319
C -0.7818 3.3575 -0.1944
C -1.5631 1.2233 -1.9168
C -1.5264 0.0035 -2.8463
C -0.5336 0.2419 -3.9902
C -1.1754 -1.2991 -2.1098
As 0.6613 -1.6148 -1.4512
C 1.4525 -2.3931 -3.0723
C 0.1966 -3.3291 -0.6068
C -2.9176 -0.1785 -3.4974
As -4.6578 -0.2584 -2.5433
C -4.8766 1.6053 -1.9586
C -4.2839 -1.0105 -0.7652
H -0.5516 3.6718 -3.2146
H 0.9678 2.8470 -3.6294
H 0.9695 4.1645 -2.4473
H -1.6184 3.8040 -0.7365
H -0.0827 4.1352 0.1040
H -1.1481 2.8674 0.7006
H -2.1216 2.0329 -2.3950
H -2.0843 0.9718 -0.9927
H 0.4830 0.3742 -3.6075
H -0.8003 1.1379 -4.5547
H -0.5218 -0.6055 -4.6795
H -1.4087 -2.1444 -2.7664
H -1.7930 -1.4115 -1.2197
H 0.7068 -2.9448 -3.6462
H 2.2491 -3.0726 -2.7706
H 1.8844 -1.6130 -3.6976
H -0.6540 -3.7876 -1.1133
H -0.0446 -3.1738 0.4449
H 1.0491 -4.0043 -0.6730
H -2.9042 -1.0936 -4.0961
H -3.0857 0.6380 -4.2095
H -4.7080 2.2780 -2.7995
H -4.2056 1.8744 -1.1451
H -5.9073 1.7310 -1.6271
H -4.0131 -2.0623 -0.8459
H -5.2186 -0.9428 -0.2062
H -3.5073 -0.4746 -0.2199
S 1.9505 2.7539 5.3189
Sb 3.4919 2.8393 3.5778
S 4.1856 0.6001 3.1873
S 2.1294 2.8809 1.5862
C -2.6545 -1.0794 3.1123
N -2.0839 0.2308 3.3143
C -2.5289 1.0909 4.4061
C -1.5264 2.2563 4.3625
N -0.7655 1.9689 3.1476
C -1.0557 0.7665 2.6493
S -0.3050 0.0297 1.3070
H -2.5503 -1.6730 4.0226
H -2.1277 -1.5751 2.3012
H -3.7128 -1.0002 2.8564
H -2.4973 0.5437 5.3496
H -3.5565 1.4173 4.2322
H -0.8708 2.2773 5.2304
H -2.0234 3.2214 4.2813
H 0.1178 2.4261 2.9212
C 5.3283 -0.0786 -0.6442
S 3.6906 0.6028 -0.9908
C 4.1582 2.3384 -1.0905
H 6.0086 0.2448 -1.4300
H 5.2521 -1.1616 -0.6514
H 5.6797 0.2634 0.3291
H 4.7647 2.6134 -0.2297
H 3.2462 2.9292 -1.0837
H 4.7056 2.4953 -2.0184
F 1.4114 -1.3477 3.7553
C 2.0052 -2.2318 2.9265
C 2.4594 -1.8225 1.6863
C 3.0470 -2.8018 0.9214
F 3.4898 -2.5249 -0.3317
C 3.1955 -4.1134 1.3374
F 3.7700 -5.0289 0.5495
C 2.7213 -4.4794 2.5829
F 2.8366 -5.7401 3.0007
C 2.1139 -3.5312 3.3876
F 1.6423 -3.8872 4.5856
*
```